# 1
Density functional theory data (the ωB97M-V functional and the def2-TZVPD basis) for a 2-piece molecular cluster, CH6NO overall.

Structure (XYZ):
```
9
CH6NO | the Open Molecules 2025 dataset | the ωB97M-V functional and the def2-TZVPD basis
C -0.63476 -0.76016 0.08635
N -1.13467 0.35302 -0.01787
O 1.46704 0.16010 -0.14088
H -1.10528 -1.44276 0.71250
H 0.01653 -1.35645 -0.47996
H -0.67797 1.09258 -0.70524
H -1.76402 0.75445 0.69934
H 1.49046 1.16994 -0.31897
H 2.34267 0.02928 0.16473
```

The relative energy (zero: lowest compared OMol25 entry of this formula, charge and spin) comes out at 144.2 kJ/mol. As for the LUMO energy: -5.00 eV. As for the total charge: +1. The largest force on an atom comes out at 6.28 eV/Å. Its total energy is -4663.27115 eV.

Here are the Mulliken charges for atoms 1 to 6, given in e:
1 C -0.022
2 N -0.220
3 O -0.635
4 H 0.326
5 H 0.299
6 H 0.325


# 2
Density functional theory data (the ωB97M-V functional and the def2-TZVPD basis) for the molecule C3H7NO.

Structure (XYZ):
```
12
C3H7NO | the Open Molecules 2025 dataset | the ωB97M-V functional and the def2-TZVPD basis
O 1.88712 0.46209 0.58049
C 1.21602 -0.57431 -0.08848
C -0.20177 -0.20355 -0.52927
C -1.29450 -0.07322 0.45889
N -0.66542 1.11547 -0.11002
H 1.22701 1.14832 0.75950
H 1.15210 -1.45130 0.57196
H 1.80127 -0.86298 -0.97096
H -0.48785 -0.54088 -1.52492
H -1.07539 -0.23959 1.51171
H -2.30661 -0.33331 0.15518
H -1.25198 1.55328 -0.81408
```

The relative energy (zero: lowest compared OMol25 entry of this formula, charge and spin) comes out at 199.6 kJ/mol. As for the LUMO energy: 1.02 eV. The largest force on an atom comes out at 0.42 eV/Å. Its total energy is -6760.68147 eV.

Here are the Mulliken charges for atoms 1 to 6, given in e:
1 O -0.527
2 C -0.549
3 C 0.064
4 C -0.323
5 N -0.630
6 H 0.352


# 3
Density functional theory data (the ωB97M-V functional and the def2-TZVPD basis) for C36H46B2F4MnN6O4S2Si2Te as an isolated structure.

Structure (XYZ):
```
104
C36H46B2F4MnN6O4S2Si2Te | the Open Molecules 2025 dataset | the ωB97M-V functional and the def2-TZVPD basis
Mn 0.48424 -0.66908 0.57556
C -0.90591 2.81798 -1.38180
C -0.77246 1.57632 -0.55729
N 0.43328 0.93144 -0.44772
O 1.48174 1.51882 -1.05627
B 2.80795 0.79162 -1.04707
F 3.70143 1.54156 -0.32913
F 3.17842 0.59831 -2.36808
O 2.68541 -0.59547 -0.43662
N 2.45537 -0.49963 0.92638
C 3.43275 -0.41247 1.74543
C 4.87093 -0.48515 1.39351
C 2.95132 -0.25635 3.15892
N 2.04273 0.62902 3.23271
O 1.35361 0.63006 4.50177
B 0.12980 0.13697 4.23025
F -2.18562 -0.65517 4.34136
F -0.82490 1.84000 6.42070
O -0.83503 1.47001 2.73913
N -1.41264 -0.16897 0.90428
C -1.78087 0.98120 0.14497
C -3.23330 1.34110 0.11049
C 3.44863 -1.14480 4.24801
H -0.04570 2.94122 -2.03591
H -0.96260 3.70224 -0.74499
H -1.81630 2.78359 -1.98125
H 5.00604 -0.53037 0.31947
H 5.30114 -1.37740 1.85520
H 5.39467 0.38299 1.79462
H -3.66476 1.32472 1.11251
H -3.79787 0.61788 -0.48420
H -3.39976 2.32958 -0.31663
H 4.44087 -1.52303 4.01227
H 2.78148 -2.00496 4.35830
H 3.47535 -0.61489 5.19761
S -0.02798 -7.35072 3.34942
C 0.49517 -8.62249 2.34803
C 1.01145 -8.16897 1.16956
C 0.98010 -6.76003 1.07650
C 0.44198 -6.16762 2.19363
C 0.25884 -4.74575 2.44587
C 0.32394 -3.82243 1.38933
N 0.15179 -2.52686 1.58991
C -0.10626 -2.07049 2.82673
C -0.13987 -2.87449 3.97153
C -0.27642 -2.44433 5.39632
C -0.66903 -1.29386 5.96524
C -1.12855 -0.12354 5.14160
C -1.76254 1.13519 5.70293
C -2.34571 2.00567 4.58160
C -2.05242 2.00222 3.27396
N -0.85442 0.18058 2.15520
C -0.21177 -0.63068 2.92291
C -3.38988 2.94354 4.99420
C -3.57242 4.21820 4.52092
C -4.68686 4.86341 5.10616
C -5.32532 4.07226 6.01347
S -4.58321 2.54691 6.17105
C 0.04176 -4.23722 3.72694
H 0.39078 -9.64476 2.67681
H 1.40133 -8.81946 0.40081
H 1.36742 -6.21896 0.22457
H 0.51785 -4.13819 0.37380
H -0.01026 -3.24076 6.08239
H -0.65549 -1.22035 7.04668
H -2.58210 0.86275 6.37214
H -2.59174 2.57477 2.53655
H -2.89761 4.68820 3.81921
H -4.98935 5.87524 4.88058
H -6.19128 4.31003 6.61096
H 0.03123 -4.91328 4.57385
C -3.48251 -0.38804 -6.46244
Si -2.03983 -0.81058 -5.36897
C -1.09407 -2.30376 -5.96389
C -2.57184 -1.02154 -3.57489
C -0.84473 0.68227 -5.41459
Te 0.78259 0.49570 -4.11206
C 2.27936 1.18671 -5.36745
Si 2.48565 3.11079 -5.41647
C 3.78553 3.42352 -6.70840
C 3.01022 3.66318 -3.71491
C 0.83026 3.84718 -5.88515
H -4.14559 -1.24968 -6.57113
H -3.16005 -0.09803 -7.46462
H -4.07052 0.43264 -6.04643
H -1.75305 -3.17321 -6.02382
H -0.26850 -2.57690 -5.30029
H -0.68038 -2.14231 -6.96224
H -2.60559 -2.07652 -3.29466
H -3.57394 -0.61372 -3.42377
H -1.91728 -0.51719 -2.85869
H -1.38105 1.58186 -5.09289
H -0.43863 0.86844 -6.41012
H 2.05501 0.79989 -6.36470
H 3.20440 0.74170 -4.99411
H 4.71362 2.89530 -6.48181
H 4.01693 4.49046 -6.75489
H 3.45148 3.11587 -7.70151
H 4.06501 3.44787 -3.53383
H 2.43814 3.18122 -2.91661
H 2.87005 4.74192 -3.61135
H 0.32045 3.28115 -6.66786
H 0.98167 4.85704 -6.27445
H 0.15460 3.93416 -5.02883
```

Its spin multiplicity is 6. The relative energy (zero: lowest compared OMol25 entry of this formula, charge and spin) comes out at 901.4 kJ/mol. As for the LUMO energy (alpha / beta): -6.10 / -7.28 eV. As for the total charge: +2. The largest force on an atom comes out at 1.08 eV/Å. Its total energy is -143455.17379 eV.

Here are the Mulliken charges for atoms 1 to 6, given in e:
1 Mn -0.405
2 C -1.038
3 C 0.627
4 N 0.852
5 O -0.240
6 B 0.524